Below is a molecular structure, C44H48BrN3SbV at a distorted geometry, with properties calculated with ωB97M-V/def2-TZVPD.

Output
F_max ... 3.04 eV Å⁻¹
LUMO energy (alpha / beta) ... -3.05 / -3.07 eV
Gap between HOMO and LUMO (alpha / beta) ... 6.691 / 6.060 eV
<S²> ... 0.769
Molecular weight ... 871.50 g/mol

ORCA input file:
```
! RIJCOSX wB97M-V def2-TZVPD def2/J DEFGRID3
* xyz 1 2
V 0.1085 -0.2594 0.2660
C 3.6050 -0.2280 1.6539
C 3.4519 -1.5424 0.8898
C 2.1283 -2.2381 1.2102
C 3.6289 -1.3315 -0.5992
C 4.7320 -1.9247 -1.1977
C 5.0049 -1.7508 -2.5406
C 4.1288 -1.0190 -3.3121
C 2.9971 -0.4233 -2.7673
C 2.0373 0.2178 -3.7547
C 2.6301 1.4488 -4.4472
C 1.6543 -0.8280 -4.8227
C 2.7628 -0.5383 -1.3760
N 1.6926 0.1889 -0.8100
C 1.6375 1.4613 -1.1283
C 0.4384 2.1361 -0.9350
C 0.0203 3.4239 -1.3028
C -1.3433 3.4528 -1.0924
C -1.7312 2.1874 -0.6124
N -0.6465 1.3965 -0.4877
C -3.1484 1.7755 -0.3041
C -3.4533 0.4243 -0.9654
C -4.1403 2.8266 -0.8170
C -3.3184 1.6691 1.2159
H 3.4545 -0.3866 2.7205
H 2.8892 0.5168 1.2991
H 4.6044 0.1720 1.5098
H 4.2574 -2.2044 1.2262
H 1.2944 -1.5409 1.0249
H 2.1006 -2.5360 2.2585
H 2.0029 -3.1283 0.5884
H 5.3943 -2.5272 -0.5960
H 5.8818 -2.1939 -2.9845
H 4.3135 -0.9164 -4.3690
H 1.1229 0.5424 -3.2418
H 3.6180 1.2347 -4.8442
H 2.7119 2.2902 -3.7650
H 1.9891 1.7475 -5.2728
H 2.3600 -0.8129 -5.6482
H 0.6664 -0.6129 -5.2246
H 1.6565 -1.8381 -4.4169
H 2.4894 1.9535 -1.5917
H 0.6389 4.2078 -1.6929
H -1.9852 4.2856 -1.2873
H -3.5620 0.5368 -2.0425
H -4.3831 0.0212 -0.5718
H -2.6448 -0.2838 -0.7719
H -3.9831 3.0230 -1.8735
H -4.0337 3.7618 -0.2710
H -5.1593 2.4687 -0.6838
H -2.6740 0.8944 1.6303
H -4.3501 1.4284 1.4604
H -3.0695 2.6239 1.6759
Br -1.6364 -2.0249 1.5793
C -1.2146 -2.5985 -0.1951
C -1.6441 -3.8077 -0.6864
C -1.2600 -4.1547 -1.9789
C -0.4779 -3.2528 -2.6914
C -0.1108 -2.0569 -2.1085
N -0.4550 -1.7142 -0.8549
H -2.2563 -4.4527 -0.0778
H -1.5702 -5.0939 -2.4062
H -0.1586 -3.4779 -3.6970
H 0.4848 -1.3345 -2.6386
C 3.3585 0.6965 6.6511
C 2.8131 -0.4398 6.0786
C 2.0150 -0.3332 4.9537
C 1.7247 0.9098 4.4129
C 2.2824 2.0432 4.9798
C 3.1043 1.9358 6.0895
Sb 0.3174 1.0882 2.7778
C 0.4511 3.2310 2.6267
C -0.2547 4.1346 3.4055
C -0.1140 5.4960 3.1854
C 0.7377 5.9601 2.1975
C 1.4863 5.0608 1.4578
C 1.3424 3.7032 1.6750
C -1.3373 0.6467 4.1201
C -1.3157 -0.5825 4.7652
C -2.3252 -0.9366 5.6429
C -3.3811 -0.0720 5.8732
C -3.4163 1.1487 5.2227
C -2.4029 1.5042 4.3484
H 3.9846 0.6131 7.5267
H 3.0126 -1.4101 6.5071
H 1.6213 -1.2346 4.4977
H 2.0778 3.0176 4.5567
H 3.5472 2.8220 6.5194
H -0.8948 3.7860 4.2041
H -0.6704 6.1945 3.7936
H 0.8248 7.0211 2.0154
H 2.1795 5.4212 0.7122
H 1.9458 3.0077 1.1025
H -0.5068 -1.2809 4.5968
H -2.2893 -1.8923 6.1432
H -4.1779 -0.3474 6.5478
H -4.2367 1.8300 5.3927
H -2.4628 2.4596 3.8487
*
```

How positive or negative is each atom? The Mulliken charges in e answer that:
1 V -0.3640
2 C -0.8657
3 C -0.2021
4 C 0.3948
5 C 0.7903
6 C -1.1298
7 C -1.5795
8 C -0.7898
9 C 0.8589
10 C 0.8574
11 C -1.4555
12 C -1.6807
13 C -1.0682
14 N 1.7346
15 C -0.8924
16 C 0.2059
17 C -1.7465
18 C -1.0611
19 C -0.6915
20 N 1.5105
21 C 2.6762
22 C -1.6513
23 C -2.3574
24 C -1.4545
25 H 0.2298
26 H -0.2255
27 H 0.4703
28 H 0.9537
29 H -0.7909
30 H 0.4370
31 H 0.4413
32 H 0.4796
33 H 0.3888
34 H 0.4372
35 H 0.1420
36 H 0.3132
37 H 0.3417
38 H 0.4383
39 H 0.5133
40 H 0.3742
41 H 0.3525
42 H 0.6972
43 H 0.6413
44 H 0.6701
45 H 0.4197
46 H 0.3830
47 H 0.2573
48 H 0.4852
49 H 0.4283
50 H 0.4483
51 H -0.0029
52 H 0.5727
53 H 0.3347
54 Br 0.0498
55 C 0.3959
56 C -0.7734
57 C -0.7546
58 C -0.7574
59 C -0.1787
60 N 0.8446
61 H 0.5388
62 H 0.4477
63 H 0.5185
64 H 0.2732
65 C -0.6828
66 C -0.7627
67 C -0.2672
68 C 1.2964
69 C -0.8608
70 C -0.7728
71 Sb 0.4243
72 C 0.7098
73 C -0.6499
74 C -0.7093
75 C -0.8322
76 C -0.5081
77 C -0.5640
78 C 1.5854
79 C -0.6315
80 C -0.9665
81 C -0.7033
82 C -0.8725
83 C -0.4209
84 H 0.3944
85 H 0.4484
86 H 0.0424
87 H 0.4788
88 H 0.4423
89 H 0.5508
90 H 0.4466
91 H 0.3984
92 H 0.5023
93 H 0.3483
94 H 0.4870
95 H 0.4459
96 H 0.4232
97 H 0.4393
98 H 0.0664